{"formula": "C6H9FO", "method": "wB97M-V/def2-TZVPD", "species": ["C", "C", "C", "C", "C", "C", "H", "H", "H", "H", "H", "H", "H", "H", "H", "O", "F"], "positions_angstrom": [[-0.588101, -2.186956, 1.175476], [0.392472, -0.192446, 0.392170], [0.840603, 1.181389, 0.775367], [0.654684, 2.051862, -0.208835], [0.033245, 1.399356, -1.416766], [-0.481865, 0.080311, -0.836483], [-1.258674, -2.290088, 0.333554], [0.337814, -2.751997, 0.975317], [-1.102268, -2.598050, 2.057997], [1.218154, -0.850582, 0.095023], [1.291056, 1.401967, 1.735295], [0.925587, 3.102792, -0.188831], [-0.764666, 2.034729, -1.872396], [0.757827, 1.202260, -2.207319], [-1.533387, 0.198008, -0.478513], [-0.297725, -0.831263, 1.445576], [-0.424757, -0.951292, -1.776633]], "atomic_forces_ev_per_a": [[0.08, -0.17, 0.53], [-0.31, -0.51, -0.04], [0.17, 0.23, 0.16], [0.05, -0.04, -0.13], [-0.74, 0.65, -0.26], [-0.47, 0.32, 0.07], [-0.17, -0.06, -0.42], [-0.24, 0.06, 0.06], [0.34, 0.17, -0.26], [0.27, 0.10, -0.10], [-0.05, -0.08, -0.04], [-0.01, -0.15, 0.05], [0.49, -0.55, 0.31], [0.13, -0.05, 0.00], [0.63, -0.26, -0.37], [-0.04, 0.21, 0.23], [-0.13, 0.15, 0.21]], "lowdin_charge": [-0.0970, -0.3171, -0.0222, -0.0719, -0.1208, -0.2684, 0.0773, 0.0960, 0.0954, 0.1597, 0.1153, 0.1061, 0.1237, 0.1198, 0.1729, -0.1493, -0.0195], "spin_multiplicity": 1, "total_energy_ev": -11131.8647, "smiles": "CO[C@@H]1C=CC[C@H]1F"}

=====

{"formula": "C6H9FS", "method": "wB97M-V/def2-TZVPD", "species": ["C", "C", "C", "C", "C", "C", "H", "H", "H", "H", "H", "H", "H", "H", "H", "F", "S"], "positions_angstrom": [[-1.064473, 1.921660, -0.297158], [-0.267810, 0.575020, 0.232796], [-0.980102, -0.555208, 0.878416], [1.012227, 0.517441, -0.071298], [2.008455, -0.633699, -0.136914], [1.620817, -1.825246, -0.294010], [-2.087819, 1.652628, -0.897678], [-1.502097, 2.440797, 0.570059], [-0.421090, 2.577063, -0.794529], [-0.204847, -1.162555, 1.253513], [-1.380823, -0.232936, 1.891131], [-2.642127, -0.218914, -0.803258], [1.500543, 1.335970, -0.707111], [2.621072, -2.408438, -0.276743], [0.707071, -2.353089, -0.262448], [3.256605, -0.206019, -0.002468], [-2.175603, -1.424471, -0.282295]], "atomic_forces_ev_per_a": [[-2.87, -3.52, 1.71], [-1.58, 2.46, -1.66], [-1.13, 1.17, 1.25], [3.00, 0.74, -2.42], [-3.52, 5.17, 1.57], [4.23, -4.99, -0.04], [2.84, 0.55, 0.95], [0.37, -0.08, -0.06], [0.86, 0.74, -1.04], [0.66, -1.58, -0.19], [-0.61, -0.11, -1.46], [0.34, -1.27, 0.44], [-1.02, -0.59, 1.23], [-1.94, -0.17, -0.29], [-0.77, 0.19, -0.34], [0.72, -0.32, -0.26], [0.42, 1.62, 0.59]], "lowdin_charge": [-0.0340, -0.3322, -0.5148, -0.0248, -0.4134, 0.0700, 0.0956, 0.0612, 0.0279, 0.0344, 0.1049, -0.1427, 0.1354, 0.1193, 0.0500, 0.0743, 0.6887], "spin_multiplicity": 1, "total_energy_ev": -19917.6842, "smiles": "C=C(F)/C=C(/C)CS"}

=====

{"formula": "C6H9FS", "method": "wB97M-V/def2-TZVPD", "species": ["C", "C", "C", "C", "C", "C", "H", "H", "H", "H", "H", "H", "H", "H", "H", "F", "S"], "positions_angstrom": [[0.391918, 1.694912, 1.249057], [0.272357, 0.260719, 0.862095], [0.908515, -0.163681, -0.693261], [-0.278512, -0.979104, -1.578174], [-1.005465, -1.328532, -0.411818], [-1.103080, -0.149409, 0.516504], [0.017335, 2.416433, 0.519604], [1.607196, 1.811840, 1.157960], [1.170448, -0.349051, 1.496957], [1.412928, 0.636851, -1.197211], [1.618132, -1.106324, -0.572814], [-0.961584, -0.177841, -2.033559], [0.247614, -1.719622, -2.328651], [-0.239224, -2.133279, 0.025705], [-1.419435, 0.697649, -0.027389], [-0.158342, 1.865258, 2.524654], [-2.480801, -1.276819, 0.490342]], "atomic_forces_ev_per_a": [[3.70, -0.11, -0.51], [4.20, -2.84, -0.51], [0.11, -2.78, 0.37], [1.08, 4.24, -2.65], [2.10, -3.86, 3.30], [-0.28, -1.45, -0.58], [-0.60, -0.05, 0.36], [-2.77, 0.49, 1.10], [-3.41, 1.24, -0.93], [0.29, 0.37, -0.41], [-0.84, 2.41, 0.23], [1.35, -1.00, -0.63], [-1.53, 1.35, 1.66], [-1.98, 1.29, 0.16], [-0.73, 0.96, -0.78], [0.69, 0.27, -0.99], [-1.40, -0.53, 0.81]], "lowdin_charge": [-0.2308, -0.2729, -0.0735, -0.1881, -0.7405, -0.5648, 0.1183, 0.1620, 0.1953, 0.0706, 0.1214, 0.1254, 0.1464, 0.1471, 0.0848, -0.0359, 0.9351], "spin_multiplicity": 1, "total_energy_ev": -19915.3156, "smiles": "FC[C@@H]1CC[C@@H]2S[C@@H]12"}

=====

{"formula": "C6H9HgNaO2", "method": "wB97M-V/def2-TZVPD", "species": ["C", "H", "H", "C", "C", "C", "O", "Na", "H", "H", "H", "H", "H", "O", "C", "C", "H", "H", "Hg"], "positions_angstrom": [[-0.743233, -1.041103, -0.429189], [-0.051173, -0.622980, -1.172542], [-0.806792, -2.120407, -0.634264], [0.971830, -1.127047, 0.929134], [1.646401, 0.157021, 1.015413], [2.068874, 0.849029, -0.106255], [1.999335, 2.148202, -0.248383], [3.065574, 2.659375, 1.580495], [1.564292, -1.886146, 0.401485], [0.540193, -1.484554, 1.872558], [1.412438, 0.705792, 1.940768], [2.263359, 0.281464, -1.037219], [-2.825252, -0.729356, -1.785327], [-1.944484, 1.141827, -1.739581], [-2.218214, -0.035613, -1.174803], [-1.979918, -0.470862, 0.241149], [-1.774838, 0.326525, 0.964357], [-2.660191, -1.246577, 0.629653], [-0.528208, 2.495409, -1.247452]], "atomic_forces_ev_per_a": [[0.80, -1.46, 0.03], [-0.51, 0.76, 0.72], [-0.20, 0.44, 0.05], [0.87, -0.50, 0.28], [-0.67, 0.05, -0.29], [-1.10, -0.64, 0.09], [0.87, 0.97, 0.31], [-0.29, -0.28, -0.39], [-0.58, -0.02, -0.03], [0.20, -0.02, -0.36], [-0.14, 0.38, -0.38], [0.04, -0.03, 0.37], [0.29, 0.56, 0.20], [-1.24, -1.64, -0.04], [-0.95, -1.15, 0.27], [0.91, 1.16, -1.18], [-0.18, -0.05, -0.03], [0.42, 0.42, -0.28], [1.46, 1.06, 0.66]], "lowdin_charge": [-0.1386, 0.0682, 0.0787, -0.1296, -0.2446, -0.4509, -0.4242, 0.7156, 0.0622, 0.0561, 0.0701, 0.1102, 0.1186, -0.4652, -0.3892, -0.1999, 0.0938, 0.1120, 0.9568], "spin_multiplicity": 3, "total_energy_ev": -19047.2432, "s2": 2.07}

=====

{"formula": "C6H9IN3", "method": "wB97M-V/def2-TZVPD", "species": ["C", "C", "C", "C", "C", "C", "N", "N", "N", "I", "H", "H", "H", "H", "H", "H", "H", "H", "H"], "positions_angstrom": [[1.656167, -1.315987, 1.141266], [0.500571, -0.530320, 1.112670], [2.541293, -1.256741, 0.015001], [-1.057337, 0.852340, -0.061673], [0.886308, -0.408027, -1.363590], [0.044873, -0.061533, -0.186813], [2.135230, -0.851476, -1.140116], [-1.352434, 1.465669, -1.170251], [0.428140, -0.186149, -2.600686], [-4.269004, 0.994403, 4.263549], [1.892675, -1.740536, 2.097898], [-0.182407, -0.424652, 1.903341], [3.507758, -1.522286, 0.125800], [-1.623160, 1.075902, 0.747601], [-2.703910, 1.115547, 4.393152], [-2.064729, 2.182690, -1.312802], [-0.571902, -0.121040, -2.646632], [0.922502, -0.599161, -3.378082], [-0.690636, 1.331355, -1.939633]], "atomic_forces_ev_per_a": [[-0.76, 1.66, 0.43], [1.45, -1.87, -3.56], [-4.24, 0.39, 1.98], [2.86, -1.45, -4.60], [-0.24, 0.63, 3.19], [0.69, -0.02, 2.20], [-0.98, 0.57, -2.49], [-0.56, 1.17, -1.17], [0.08, -0.07, -0.16], [-0.62, -0.06, -0.13], [0.63, -0.29, 0.04], [-0.39, 0.19, 1.25], [3.14, -0.98, 0.16], [-1.37, 0.26, 2.80], [0.66, 0.06, 0.12], [0.24, -0.36, 0.45], [-0.13, -0.59, -0.71], [0.05, 0.07, -0.07], [-0.51, 0.68, 0.29]], "lowdin_charge": [-0.0081, 0.0157, -0.0661, 0.0033, -0.2725, -0.0945, 0.1385, 0.1775, 0.1726, 0.3983, 0.1060, 0.1039, 0.0925, 0.1181, -0.3973, 0.1600, 0.1065, 0.1429, 0.1027], "spin_multiplicity": 1, "charge": 1, "total_energy_ev": -18931.4057}

=====

{"formula": "C6H9MgO5Ru", "method": "wB97M-V/def2-TZVPD", "species": ["O", "C", "C", "O", "Ru", "H", "H", "O", "C", "C", "O", "C", "C", "O", "Mg", "H", "H", "H", "H", "H", "H", "H"], "positions_angstrom": [[2.532864, 1.292065, 0.302197], [3.085530, 0.204204, -0.260631], [2.488270, -0.411104, -1.317402], [1.248748, 0.017120, -1.700185], [0.687617, 1.391586, -0.334304], [4.119137, -0.051479, 0.007675], [3.019145, -1.101248, -1.978945], [-1.129272, -1.702145, -0.678187], [-0.333385, -1.779122, 0.450620], [-0.643355, -0.745724, 1.522003], [-0.721464, 0.583862, 0.984074], [-2.040112, 1.047657, 0.626871], [-1.879640, 1.926663, -0.563634], [-1.025086, 1.481934, -1.499752], [-0.605393, -0.435953, -2.000888], [-0.401394, -2.768525, 0.946369], [-1.597264, -0.959930, 2.022474], [-2.501397, 1.575764, 1.474383], [-2.647732, 0.154942, 0.392255], [-2.653549, 2.650102, -0.837472], [0.221165, -0.730864, 2.255040], [0.776568, -1.639804, 0.187443]], "atomic_forces_ev_per_a": [[2.28, -2.68, -0.17], [0.75, 2.30, 1.05], [-1.65, -0.12, -1.75], [2.81, -2.26, -0.87], [-0.58, 3.97, 1.20], [-0.48, 0.12, 0.10], [-0.33, 0.02, 0.39], [0.08, 0.74, -0.67], [1.24, -0.17, -0.24], [0.62, -0.52, 1.06], [-0.49, -0.39, 0.73], [-0.74, 0.07, -0.01], [-1.31, 0.41, 0.77], [-0.03, -0.55, -1.52], [-1.03, -0.77, 0.53], [0.04, 0.29, -0.21], [0.32, 0.08, 0.01], [0.17, -0.11, -0.23], [0.16, 0.16, 0.05], [0.33, -0.31, -0.02], [-1.20, -0.03, -0.58], [-0.96, -0.26, 0.37]], "lowdin_charge": [-0.2110, -0.1672, -0.1424, -0.3456, 1.5216, 0.1449, 0.1453, -0.3086, -0.3505, -0.1552, -0.3189, -0.1688, -0.2149, -0.3606, 0.9826, 0.1350, 0.1398, 0.1461, 0.1406, 0.1266, 0.1545, 0.1069], "spin_multiplicity": 7, "charge": 1, "total_energy_ev": -24621.1159, "s2": 12.02}

=====

{"formula": "C6H9N", "method": "wB97M-V/def2-TZVPD", "species": ["C", "C", "N", "C", "C", "C", "C", "H", "H", "H", "H", "H", "H", "H", "H", "H"], "positions_angstrom": [[-1.956546, 0.700611, 1.318043], [-0.873517, 0.420481, -0.687330], [-1.348584, 1.286696, 0.376781], [0.346651, 1.024544, -1.316814], [0.491976, -0.129382, -0.395532], [1.292031, -0.543807, 0.786845], [1.181669, -1.439354, -0.438657], [-1.864210, 1.072208, 2.339127], [-2.433249, -0.276380, 1.194484], [-1.516181, -0.279690, -1.226456], [0.508318, 1.958492, -0.790713], [0.524727, 1.001354, -2.394788], [0.777442, -0.894727, 1.684142], [2.227951, -0.028914, 1.005091], [2.056714, -1.525746, -1.081349], [0.584809, -2.346387, -0.372874]], "atomic_forces_ev_per_a": [[0.20, -0.20, 0.04], [0.02, -0.30, -0.10], [0.40, -0.92, 0.86], [0.12, 0.32, -0.07], [0.09, 0.01, -0.19], [-0.05, 0.16, 0.06], [-0.04, -0.11, -0.23], [-0.83, 0.58, -0.21], [0.21, -0.22, 0.08], [-0.24, 0.48, 0.08], [0.28, 0.23, -0.52], [0.12, -0.22, 0.44], [-0.06, 0.23, -0.27], [-0.16, -0.20, -0.19], [-0.20, 0.03, 0.09], [0.14, 0.11, 0.14]], "lowdin_charge": [-0.0544, -0.2755, 0.0198, -0.0433, -0.3969, -0.0730, -0.0805, 0.0701, 0.0761, 0.1456, 0.1038, 0.1079, 0.0979, 0.1020, 0.1014, 0.0988], "spin_multiplicity": 1, "total_energy_ev": -7854.6539, "smiles": "C=N[C@H]1CC12CC2"}

=====

{"formula": "C6H9N", "method": "wB97M-V/def2-TZVPD", "species": ["C", "C", "C", "C", "C", "C", "N", "H", "H", "H", "H", "H", "H", "H", "H", "H"], "positions_angstrom": [[-1.411861, 2.069468, -0.083377], [-0.496030, 0.945665, 0.295557], [-0.674569, -0.167276, 1.048748], [0.142218, -2.192324, -0.128380], [0.569977, -0.986992, 0.752372], [1.463336, -0.149188, -0.105977], [0.809013, 0.932863, -0.377437], [-2.327202, 1.957898, 0.503521], [-1.684696, 2.017846, -1.147981], [-0.989639, 3.066992, 0.102305], [1.002869, -2.755918, -0.518612], [-0.412431, -1.811738, -0.990736], [-0.529684, -2.818643, 0.469836], [1.085762, -1.386931, 1.632360], [2.430744, -0.388297, -0.540207], [1.145071, 1.645952, -1.022112]], "atomic_forces_ev_per_a": [[-0.02, 0.01, 0.03], [-0.09, -0.07, 0.03], [0.33, 0.30, -0.42], [0.01, 0.00, -0.12], [0.09, -0.14, -0.01], [-0.28, 0.10, 0.04], [0.09, -0.29, -0.01], [0.17, 0.08, -0.11], [0.01, 0.03, 0.19], [-0.06, -0.16, 0.04], [-0.24, -0.01, 0.33], [-0.07, -0.09, 0.10], [0.27, 0.06, -0.28], [0.00, 0.15, -0.05], [-0.15, 0.19, 0.07], [-0.06, -0.15, 0.16]], "lowdin_charge": [-0.0862, -0.3710, -0.0206, -0.0774, -0.4004, -0.0414, 0.1161, 0.0745, 0.0703, 0.0668, 0.0736, 0.0810, 0.0805, 0.1367, 0.1353, 0.1622], "spin_multiplicity": 1, "total_energy_ev": -7854.6323}